Density functional theory data (ωB97M-V/def2-TZVPD) for a structure of composition C12CsF36KLiN6O24S12 at a distorted geometry.

## Properties
Frontier orbital gap, eV: 4.564
Charge: -3
E_HOMO, eV: -4.10

Each line ends with the Löwdin charge.
CARTESIAN COORDINATES (ANGSTROEM)
K: 1.908 -6.107 4.524  0.978
Li: -3.723 -0.921 -0.280  0.915
Cs: 4.696 4.340 3.834  0.967
C: -3.645 7.465 7.604  -0.747
F: -4.510 8.389 7.239  0.152
F: -3.767 6.402 6.873  0.173
F: -2.446 7.941 7.520  0.165
S: -3.822 7.044 9.462  0.682
O: -2.483 6.743 9.975  -0.321
O: -4.299 8.249 10.036  -0.315
N: -5.105 5.808 9.529  -0.299
S: -4.353 4.620 10.057  0.479
O: -3.286 4.209 9.169  -0.342
O: -3.990 4.773 11.461  -0.346
C: -5.691 3.172 9.901  -0.756
F: -5.887 3.095 8.635  0.163
F: -5.197 2.047 10.245  0.178
F: -6.787 3.392 10.618  0.134
C: -0.647 -1.926 -10.943  -0.728
F: -1.627 -2.382 -11.749  0.130
F: -0.589 -0.626 -10.809  0.141
F: -0.779 -2.463 -9.781  0.176
S: 1.089 -2.333 -11.593  0.706
O: 0.981 -3.754 -11.913  -0.343
O: 1.378 -1.392 -12.694  -0.335
N: 2.027 -2.093 -10.126  -0.308
S: 3.006 -3.319 -10.033  0.560
O: 2.294 -4.551 -9.734  -0.338
O: 4.083 -3.421 -11.042  -0.336
C: 3.850 -2.950 -8.331  -0.504
F: 3.014 -3.104 -7.218  0.067
F: 4.973 -3.741 -8.095  0.054
F: 4.424 -1.700 -8.327  0.058
C: 1.220 -0.877 0.117  -0.742
F: 0.468 -1.835 0.603  0.139
F: 1.459 -0.005 1.095  0.118
F: 2.324 -1.421 -0.207  0.197
S: 0.380 -0.006 -1.381  0.661
O: 1.477 0.674 -2.047  -0.292
O: -0.259 -1.054 -2.133  -0.311
N: -0.811 1.019 -0.619  -0.343
S: -0.152 2.439 -0.622  0.579
O: 0.988 2.642 0.275  -0.346
O: 0.024 2.980 -1.989  -0.325
C: -1.622 3.555 0.213  -0.677
F: -1.054 4.734 0.418  0.135
F: -2.657 3.727 -0.562  0.145
F: -2.121 3.121 1.355  0.131
C: 3.224 11.987 2.692  -0.664
F: 3.811 11.822 3.826  0.170
F: 1.949 12.081 3.126  0.092
F: 3.502 13.167 2.090  0.115
S: 3.360 10.475 1.520  0.668
O: 4.719 10.260 1.235  -0.312
O: 2.750 9.375 2.297  -0.340
N: 2.457 10.926 0.075  -0.309
S: 2.968 9.985 -1.058  0.568
O: 4.330 10.442 -1.479  -0.368
O: 2.788 8.578 -0.737  -0.321
C: 1.846 10.470 -2.495  -0.767
F: 0.612 10.330 -2.033  0.128
F: 1.993 11.718 -2.885  0.153
F: 2.064 9.677 -3.462  0.202
C: 4.942 -8.960 -2.069  -0.560
F: 5.424 -9.320 -3.336  0.076
F: 5.652 -9.651 -1.127  0.078
F: 5.162 -7.672 -1.784  0.117
S: 3.035 -9.333 -1.955  0.718
O: 2.624 -8.845 -0.616  -0.372
O: 2.406 -8.601 -3.081  -0.328
N: 2.923 -11.105 -2.048  -0.322
S: 2.344 -11.477 -3.483  0.582
O: 1.113 -10.774 -3.818  -0.340
O: 3.407 -11.551 -4.521  -0.346
C: 1.736 -13.261 -3.096  -0.591
F: 2.773 -13.787 -2.440  0.105
F: 0.639 -13.147 -2.308  0.104
F: 1.409 -13.887 -4.294  0.082
C: -3.685 -5.901 1.160  -0.603
F: -3.832 -7.258 1.285  0.107
F: -2.454 -5.630 0.730  0.134
F: -4.618 -5.470 0.294  0.115
S: -3.986 -5.072 2.907  0.741
O: -5.359 -5.528 3.258  -0.329
O: -2.821 -5.507 3.728  -0.372
N: -3.819 -3.324 2.671  -0.325
S: -4.209 -2.847 4.092  0.538
O: -5.036 -1.667 4.023  -0.311
O: -4.507 -3.873 5.116  -0.340
C: -2.416 -2.220 4.749  -0.686
F: -2.580 -1.986 6.023  0.148
F: -1.487 -3.113 4.536  0.119
F: -1.913 -1.131 4.161  0.115



Density functional theory data (ωB97M-V/def2-TZVPD) for the molecule C22H27ClN4O5S at a distorted geometry.

## Properties
Frontier orbital gap, eV: 7.740
SMILES string: CN(CC(=O)Nc1ccc(N2CCOCC2)cc1)C(=O)c1cc(S(=O)(=O)N(C)C)ccc1Cl
E_HOMO, eV: -7.56

Each line ends with the Löwdin charge.
CARTESIAN COORDINATES (ANGSTROEM)
C: -3.418 -1.362 -1.828  -0.012
N: -3.327 -1.833 -0.467  -0.074
C: -3.140 -3.270 -0.312  -0.037
C: -1.635 -3.512 -0.527  -0.449
O: -1.192 -3.941 -1.571  0.073
N: -0.908 -3.066 0.524  0.140
C: 0.422 -2.609 0.490  -0.226
C: 0.783 -1.614 1.396  -0.029
C: 2.031 -1.037 1.349  -0.023
C: 2.982 -1.451 0.407  -0.238
N: 4.199 -0.792 0.317  -0.109
C: 5.100 -1.032 -0.788  -0.148
C: 5.950 0.227 -1.008  -0.191
O: 6.653 0.601 0.150  -0.127
C: 5.762 0.830 1.218  -0.185
C: 4.931 -0.420 1.511  -0.129
C: 2.619 -2.480 -0.467  -0.014
C: 1.357 -3.045 -0.437  -0.006
C: -3.122 -1.046 0.603  -0.464
O: -2.995 -1.488 1.735  0.064
C: -2.938 0.425 0.356  -0.164
C: -1.631 0.889 0.262  0.019
C: -1.390 2.242 0.150  -0.260
S: 0.324 2.761 0.031  0.670
O: 0.363 4.173 -0.229  -0.281
O: 1.045 2.258 1.160  -0.278
N: 0.787 1.863 -1.319  -0.335
C: 2.197 1.546 -1.371  -0.103
C: 0.252 2.427 -2.535  -0.104
C: -2.427 3.157 0.139  -0.036
C: -3.734 2.708 0.236  -0.070
C: -3.983 1.345 0.345  -0.597
Cl: -5.603 0.772 0.459  0.748
H: -3.352 -0.277 -1.860  0.090
H: -2.607 -1.787 -2.423  0.099
H: -4.371 -1.675 -2.260  0.101
H: -3.460 -3.564 0.689  0.132
H: -3.722 -3.796 -1.069  0.134
H: -1.433 -2.727 1.324  0.115
H: 0.066 -1.273 2.130  0.120
H: 2.244 -0.225 2.025  0.104
H: 4.532 -1.223 -1.697  0.117
H: 5.766 -1.887 -0.587  0.135
H: 6.702 0.049 -1.779  0.127
H: 5.288 1.049 -1.324  0.119
H: 6.378 1.096 2.078  0.127
H: 5.088 1.665 0.975  0.129
H: 4.250 -0.223 2.335  0.115
H: 5.613 -1.236 1.803  0.135
H: 3.327 -2.862 -1.185  0.101
H: 1.096 -3.821 -1.137  0.105
H: -0.793 0.208 0.279  0.116
H: 2.795 2.393 -1.725  0.096
H: 2.344 0.693 -2.034  0.097
H: 2.505 1.276 -0.365  0.059
H: -0.812 2.604 -2.390  0.082
H: 0.733 3.378 -2.791  0.093
H: 0.392 1.717 -3.350  0.096
H: -2.196 4.207 0.056  0.119
H: -4.558 3.403 0.231  0.111



Density functional theory data (ωB97M-V/def2-TZVPD) for the molecule C4H5NO at a distorted geometry.

## Properties
Frontier orbital gap, eV: 11.221
SMILES string: N#CC1(O)CC1
E_HOMO, eV: -10.49

Each line ends with the Löwdin charge.
CARTESIAN COORDINATES (ANGSTROEM)
N: -0.013 -1.083 2.649  0.162
C: 0.022 -0.649 1.577  -0.138
C: 0.095 -0.220 0.213  -0.494
O: 0.550 -1.321 -0.703  -0.047
C: -0.830 0.543 -0.650  -0.065
C: 0.506 1.151 -0.278  -0.058
H: 0.025 -2.129 -0.548  0.118
H: -0.477 -0.438 -1.408  0.185
H: -1.768 1.010 -0.292  0.114
H: 1.285 1.188 -1.033  0.105
H: 0.613 1.937 0.482  0.119



Density functional theory data (ωB97M-V/def2-TZVPD) for the molecule C4H9NO2 at a distorted geometry.

## Properties
Frontier orbital gap, eV: 10.498
SMILES string: C=C[C@@](N)(O)OC
E_HOMO, eV: -9.60

Each line ends with the Löwdin charge.
CARTESIAN COORDINATES (ANGSTROEM)
C: 1.838 -1.638 0.760  -0.020
C: 1.603 -0.460 0.225  -0.025
C: 0.013 0.276 0.230  -0.703
N: -0.943 -0.454 0.940  0.129
O: 0.091 1.568 0.753  0.023
O: -0.111 0.235 -1.114  -0.119
C: -1.558 0.805 -1.577  0.043
H: 1.069 -2.180 1.291  0.042
H: 2.809 -2.113 0.695  0.052
H: 2.372 0.151 -0.228  0.089
H: -0.627 -1.114 1.633  0.073
H: -1.705 0.103 1.301  0.096
H: 0.658 2.097 0.179  0.106
H: -1.900 1.637 -0.961  0.072
H: -1.366 1.126 -2.596  0.071
H: -2.244 -0.039 -1.529  0.070